(1)
The following is a quantum chemistry calculation of a single C18H18FNO3S molecule at a distorted geometry, from the Open Molecules 2025 dataset.

The geometry in XYZ format:
```
42
C18H18FNO3S (ωB97M-V with the def2-TZVPD basis set)
H 2.307 4.558 0.030
H 5.120 3.240 1.726
N 4.285 -2.292 2.020
C -2.965 1.620 1.362
O -3.897 1.807 0.608
H -0.820 -1.920 -2.780
C -0.507 -2.142 1.439
H -1.190 0.424 -3.204
H -0.843 -1.859 2.452
H -0.551 -3.230 1.336
C -0.691 0.182 -2.264
H 3.593 4.978 1.197
H -2.101 1.314 -1.108
F 5.887 0.788 2.031
C 4.002 -1.178 1.840
H 0.071 0.909 -2.041
H 0.644 -1.173 -3.338
S 0.278 2.195 0.701
H 1.493 -2.075 2.187
C -1.321 -0.115 0.323
C 4.300 2.522 1.589
C 1.087 -0.249 1.102
C 2.971 2.925 1.263
H -2.003 0.069 2.353
C 4.617 1.151 1.723
H -2.950 3.395 1.955
C 2.006 1.956 1.125
O -2.437 2.596 2.133
C 2.664 4.405 1.043
H -3.250 -0.483 1.259
H 0.425 -1.553 -1.596
C -2.416 0.206 1.381
H 1.337 -2.290 0.434
C -0.081 -1.198 -2.493
C -1.744 0.261 -1.136
C 0.932 -1.748 1.289
C 0.013 0.498 0.717
C 3.632 0.188 1.605
H 1.892 4.783 1.737
H -2.634 -0.302 -1.450
O -1.238 -1.540 0.372
C 2.308 0.603 1.299
```

The LUMO energy is -0.088 eV. Its spin multiplicity is 1. The SMILES is CCC[C@@]1(CC(=O)O)OCCc2c1sc1c(C)cc(F)c(C#N)c21. Its HOMO energy is -8.65 eV. Its energy above the lowest of the compared OMol25 structures with the same formula, charge and spin is 0.0 kcal/mol.

Just the Mulliken charges please, in e? Sure, here they are: 0.3525 0.3743 -0.5761 0.0656 -0.5653 0.3047 -1.0086 0.4367 0.2763 0.4080 -0.5013 0.3575 0.2838 -0.3388 -0.2681 0.2341 0.3696 -0.2150 0.5832 1.1726 -1.0497 0.2448 1.7252 0.3913 0.0846 0.3538 -0.3036 -0.3968 -1.4593 0.5580 0.0827 -0.8060 0.3311 -0.9713 -1.1630 -0.2056 0.2147 0.4882 0.3432 0.6088 -0.5002 -0.3166

(2)
The following is a quantum chemistry calculation of a molecular structure, H24O12 at a distorted geometry, from the Open Molecules 2025 dataset.

The geometry in XYZ format:
```
36
H24O12 (ωB97M-V with the def2-TZVPD basis set)
H -2.010 3.634 -2.388
O -0.222 1.318 -3.374
O -2.173 2.437 1.458
H 0.382 -0.349 1.921
H 1.314 -2.153 -1.729
H -4.167 -0.650 0.407
H 4.544 0.638 -0.426
H -0.751 3.106 -1.567
O 2.083 -2.524 -2.082
H 1.894 2.374 0.327
H -1.536 2.935 1.052
H -0.069 -0.421 3.884
H 3.088 1.070 -0.707
H -0.047 -3.052 0.359
H 2.248 -3.063 -1.299
H -1.769 1.519 1.422
H -3.079 -1.351 -1.420
H -0.248 0.433 -2.999
H 0.152 0.405 0.766
O 2.847 2.127 0.472
H 4.482 -1.202 1.337
O 4.314 -1.192 0.359
H 3.542 -1.695 0.389
H -5.304 -1.576 0.554
H -0.423 1.909 -2.631
H -1.216 0.291 3.155
O -1.117 3.818 -2.042
O -4.915 -0.928 -0.135
O -0.307 0.368 3.378
O -0.003 0.428 1.705
H -1.255 -2.851 1.241
H -3.212 -2.805 -1.036
O -2.568 -2.221 -1.412
O -0.895 -2.626 0.418
H 2.718 1.492 1.135
O 3.678 0.358 -0.495
```

The LUMO energy is -0.780 eV. Its spin multiplicity is 1. Its HOMO energy is -8.89 eV. Its energy above the lowest of the compared OMol25 structures with the same formula, charge and spin is 252.8 kcal/mol.

Just the Mulliken charges please, in e? Sure, here they are: 0.3556 -0.5730 -0.6034 0.2730 0.2598 0.3033 0.2613 0.2380 -0.5609 0.2835 0.2902 0.2975 0.3890 0.2458 0.2926 0.3076 0.3016 0.3079 0.1775 -0.6537 0.3053 -0.5385 0.2281 0.3387 0.2491 0.3188 -0.5853 -0.6498 -0.6239 -0.4388 0.2784 0.2894 -0.6074 -0.5078 0.3663 -0.6157

(3)
The following is a quantum chemistry calculation of 4 unconnected molecules or ions with the total composition C2H10NO5 at a distorted geometry, from the Open Molecules 2025 dataset.

The geometry in XYZ format:
```
18
C2H10NO5 (ωB97M-V with the def2-TZVPD basis set)
H -1.474 1.125 0.026
H 0.476 1.810 2.388
H -0.165 -0.373 -3.055
O 0.083 0.558 -0.306
H -0.138 1.149 -3.187
C 0.070 -0.700 -0.386
O -0.256 0.302 -3.630
O -0.694 -1.333 -1.077
H 1.171 -1.298 2.204
H 2.130 -1.465 -0.436
N 1.863 -1.091 1.603
O 0.325 1.413 3.286
H 1.191 -2.706 0.336
C 1.304 -1.633 0.311
H -0.520 1.092 2.959
H 2.081 -0.051 1.576
O -2.400 1.558 0.087
H -2.495 2.361 -0.454
```

The LUMO energy is 3.741 eV. Its total charge is -1. Its spin multiplicity is 1. Its HOMO energy is -4.52 eV. Its energy above the lowest of the compared OMol25 structures with the same formula, charge and spin is 39.6 kcal/mol.

Just the Mulliken charges please, in e? Sure, here they are: 0.4335 0.3224 0.3137 -0.7869 0.3079 0.6580 -0.6253 -0.6949 0.2744 0.1973 -0.6336 -0.6660 0.3560 -0.6133 0.3282 0.2626 -0.6907 0.2566

(4)
The following is a quantum chemistry calculation of 9 unconnected molecules or ions with the total composition BH20O8 at a distorted geometry, from the Open Molecules 2025 dataset.

The geometry in XYZ format:
```
29
BH20O8 (ωB97M-V with the def2-TZVPD basis set)
O -2.152 -1.019 -3.383
O 3.273 1.159 1.212
O -1.271 2.417 2.078
H -0.422 2.112 1.697
H 0.009 -2.708 -0.334
H 0.925 0.326 -2.482
O 0.009 -0.958 4.291
O 0.872 0.696 -3.456
H 1.478 0.331 -3.978
H -3.041 -2.012 2.036
H 0.903 -3.983 -0.074
H 0.012 -1.046 3.294
H 0.134 -1.035 1.037
B 0.358 -0.335 0.041
H 0.369 0.854 0.407
O 0.538 3.181 -1.615
H 1.651 -0.594 -0.397
O 0.148 -3.573 -0.585
H -1.851 -1.188 1.435
H -1.535 -0.372 -2.951
H -0.389 -0.497 -0.972
O -2.828 -1.283 1.360
H 3.038 1.908 0.727
H -2.230 -0.771 -4.289
H -0.620 -0.445 4.574
H 2.526 0.541 1.214
H 1.008 3.663 -0.902
H -1.864 2.230 1.312
H 0.954 2.402 -1.297
```

The LUMO energy is 2.925 eV. Its total charge is -1. Its spin multiplicity is 1. Its HOMO energy is -6.45 eV. Its energy above the lowest of the compared OMol25 structures with the same formula, charge and spin is 46.7 kcal/mol.

Just the Mulliken charges please, in e? Sure, here they are: -0.6434 -0.6629 -0.6794 0.3044 0.3684 0.2797 -0.6519 -0.6390 0.2392 0.3064 0.3024 0.3067 -0.4934 1.1913 -0.6812 -0.5783 -0.2359 -0.6565 0.3170 0.3267 -0.3546 -0.6447 0.2779 0.2806 0.2718 0.2880 0.3199 0.3210 0.2198

(5)
The following is a quantum chemistry calculation of a molecular structure, C36H42AsFeN4O7Si2 at a distorted geometry, from the Open Molecules 2025 dataset.

The geometry in XYZ format:
```
93
C36H42AsFeN4O7Si2 (ωB97M-V with the def2-TZVPD basis set)
H 0.784 -3.488 -3.821
C 4.210 -0.631 0.711
H -1.945 1.966 -3.521
H -0.403 1.396 -2.853
C 0.061 -5.826 0.636
C -0.698 1.608 5.624
C -1.918 -4.206 -0.318
H 3.389 2.709 0.677
H 0.219 4.853 -0.877
H -0.493 -8.160 0.411
H -3.882 -1.817 -5.511
Si -1.516 2.950 0.939
H -2.587 1.858 2.951
H 2.712 3.169 3.384
C 1.681 3.518 3.393
H -1.667 -0.258 5.201
H -1.869 1.285 -1.893
Fe -0.461 -1.528 -0.116
H 0.206 -1.383 2.474
C -0.191 -3.655 -3.363
H -0.613 -4.593 -3.730
C -3.032 -1.647 -4.860
H 2.727 2.818 -3.169
H -3.307 4.384 -0.003
H 1.410 3.783 2.373
C -0.905 -1.240 -3.099
As 0.284 1.093 0.159
N 1.163 1.105 1.874
C 2.939 3.453 0.018
H -0.277 3.893 -2.273
C 2.365 -0.947 -1.319
H 3.708 3.802 -0.677
H -2.053 5.088 2.085
O 2.204 -4.268 1.838
H 1.253 4.783 -2.320
C 0.159 -4.449 0.658
C -0.405 0.341 3.586
H -0.373 5.144 1.526
C -1.474 1.196 -2.906
H -3.261 1.211 1.452
H -3.758 2.807 2.027
C -0.719 -0.896 2.793
C 0.173 2.570 5.144
C -2.589 3.695 -0.461
N 0.068 -1.022 -2.083
C -1.728 -0.172 -3.467
O -4.016 -3.517 -1.176
H 2.614 4.297 0.627
H -3.030 -5.972 -0.791
C 2.485 0.631 1.969
H 5.506 -1.888 -0.435
O 1.784 -1.402 -3.572
H -0.016 -3.755 -2.292
C -2.938 -3.143 -0.722
H -2.028 4.244 -1.217
C -2.113 -5.569 -0.386
C 0.581 4.205 -1.677
C -2.787 -0.388 -4.340
C -1.109 -2.506 -3.670
C 2.956 -0.025 0.778
C 4.549 -1.387 -0.379
C -2.907 2.122 1.944
C -1.134 4.501 1.981
H -0.786 4.229 2.979
C -1.092 -6.384 0.092
C 1.366 -1.165 -2.435
C -0.985 0.503 4.841
C 0.772 2.439 3.896
C 3.583 -1.546 -1.418
N -0.800 -3.685 0.168
H 1.798 1.314 -3.105
H -1.149 1.715 6.605
O -2.529 -1.964 -0.484
C -2.185 -2.692 -4.529
C 0.485 1.311 3.112
H 1.599 4.409 4.020
H -3.159 2.918 -0.975
O 1.135 -2.398 1.149
H 3.779 -2.143 -2.298
O 3.143 0.739 3.009
H 0.868 -6.420 1.048
C 2.412 1.997 -2.516
H 3.297 1.439 -2.204
H 0.392 3.452 5.737
H -3.428 0.446 -4.607
Si 1.553 2.741 -1.024
H -2.365 -3.683 -4.933
H 4.869 -0.511 1.562
N 2.032 -0.153 -0.250
H -1.341 -0.655 1.924
O -1.271 -7.738 0.029
H -1.286 -1.607 3.395
C 1.304 -3.648 1.275
```

The LUMO energy (spin up / spin down) is 3.987 / 3.986 eV. Its total charge is -2. Its spin multiplicity is 6. Its HOMO energy (spin up / spin down) is 0.07 / -2.07 eV. Its energy above the lowest of the compared OMol25 structures with the same formula, charge and spin is 58.7 kcal/mol.

Just the Mulliken charges please, in e? Sure, here they are: 0.3368 -0.9825 0.5302 -0.5266 -0.6301 -0.7987 0.3505 0.2473 0.3128 0.2877 0.3544 0.2619 0.2918 0.3556 -0.6095 0.3492 -0.0135 0.7184 -0.1045 -1.6028 0.4005 -0.8872 0.5545 0.4531 -0.4370 -1.1559 1.2527 1.5534 -1.3321 0.2069 -0.2615 0.4787 0.5176 -0.8421 0.4720 -0.2566 1.1352 0.2457 -0.4342 0.2600 0.4404 -0.3043 -0.7965 -1.3731 2.1897 0.6661 -0.8399 0.3041 0.5667 0.0759 0.3201 -0.7737 0.1285 -0.1207 0.4017 -0.8006 -1.2982 -0.8777 1.4641 -0.3857 -1.2085 -1.2946 -1.2152 0.3152 1.1272 -0.7128 -0.8421 0.8833 -0.5136 0.3461 0.3541 0.3573 -0.6202 -0.8286 -1.3350 0.3635 0.3917 0.0299 0.5700 -0.8293 0.4214 -1.4660 0.2462 0.3586 0.3744 0.9899 0.3279 0.5084 1.4259 -0.2082 -0.5681 0.4373 -0.2255

(6)
The following is a quantum chemistry calculation of a single C4H8N2O2 molecule at a distorted geometry, from the Open Molecules 2025 dataset.

The geometry in XYZ format:
```
16
C4H8N2O2 (ωB97M-V with the def2-TZVPD basis set)
H 1.428 1.498 1.307
O -1.794 -1.713 -1.323
H 1.207 -0.671 -1.989
C -0.204 0.203 -0.472
C -0.802 -1.074 -1.193
H -0.718 2.147 -0.100
H 1.563 0.065 2.343
H -0.013 0.862 2.156
H -1.873 1.032 0.350
O 0.020 -1.642 0.973
H -0.158 0.316 -2.711
N 0.728 -0.246 0.484
H 0.639 -2.346 0.729
N -1.143 1.254 -0.317
C 0.204 -0.278 -1.882
C 0.918 0.594 1.645
```

The LUMO energy is 0.767 eV. Its spin multiplicity is 1. The SMILES is CN(O)[C@@]1(N)CC1=O. Its HOMO energy is -8.40 eV. Its energy above the lowest of the compared OMol25 structures with the same formula, charge and spin is 133.8 kcal/mol.

Just the Mulliken charges please, in e? Sure, here they are: 0.3261 -0.5248 0.2996 0.4352 0.5650 0.2592 0.2624 0.3351 0.2833 -0.5396 0.3022 -0.1052 0.3198 -0.5510 -0.7965 -0.8709

Repeat the first record exactly.
The following is a quantum chemistry calculation of a single C18H18FNO3S molecule at a distorted geometry, from the Open Molecules 2025 dataset.

The geometry in XYZ format:
```
42
C18H18FNO3S (ωB97M-V with the def2-TZVPD basis set)
H 2.307 4.558 0.030
H 5.120 3.240 1.726
N 4.285 -2.292 2.020
C -2.965 1.620 1.362
O -3.897 1.807 0.608
H -0.820 -1.920 -2.780
C -0.507 -2.142 1.439
H -1.190 0.424 -3.204
H -0.843 -1.859 2.452
H -0.551 -3.230 1.336
C -0.691 0.182 -2.264
H 3.593 4.978 1.197
H -2.101 1.314 -1.108
F 5.887 0.788 2.031
C 4.002 -1.178 1.840
H 0.071 0.909 -2.041
H 0.644 -1.173 -3.338
S 0.278 2.195 0.701
H 1.493 -2.075 2.187
C -1.321 -0.115 0.323
C 4.300 2.522 1.589
C 1.087 -0.249 1.102
C 2.971 2.925 1.263
H -2.003 0.069 2.353
C 4.617 1.151 1.723
H -2.950 3.395 1.955
C 2.006 1.956 1.125
O -2.437 2.596 2.133
C 2.664 4.405 1.043
H -3.250 -0.483 1.259
H 0.425 -1.553 -1.596
C -2.416 0.206 1.381
H 1.337 -2.290 0.434
C -0.081 -1.198 -2.493
C -1.744 0.261 -1.136
C 0.932 -1.748 1.289
C 0.013 0.498 0.717
C 3.632 0.188 1.605
H 1.892 4.783 1.737
H -2.634 -0.302 -1.450
O -1.238 -1.540 0.372
C 2.308 0.603 1.299
```

The LUMO energy is -0.088 eV. Its spin multiplicity is 1. The SMILES is CCC[C@@]1(CC(=O)O)OCCc2c1sc1c(C)cc(F)c(C#N)c21. Its HOMO energy is -8.65 eV. Its energy above the lowest of the compared OMol25 structures with the same formula, charge and spin is 0.0 kcal/mol.

Just the Mulliken charges please, in e? Sure, here they are: 0.3525 0.3743 -0.5761 0.0656 -0.5653 0.3047 -1.0086 0.4367 0.2763 0.4080 -0.5013 0.3575 0.2838 -0.3388 -0.2681 0.2341 0.3696 -0.2150 0.5832 1.1726 -1.0497 0.2448 1.7252 0.3913 0.0846 0.3538 -0.3036 -0.3968 -1.4593 0.5580 0.0827 -0.8060 0.3311 -0.9713 -1.1630 -0.2056 0.2147 0.4882 0.3432 0.6088 -0.5002 -0.3166

Which formula does entry 4 have? BH20O8